1.
Computed, not measured: a cluster of 11 separate species, C36H101N7O15 in total, with wB97M-V/def2-TZVPD.

CARTESIAN COORDINATES (ANGSTROEM)
C1 -1.44304 1.10941 -2.40752
O1 -0.57793 0.92778 -1.23956
C2 -1.15902 -0.08711 -0.29931
C3 -0.06757 -0.38361 0.83999
C4 -0.50671 -1.46886 1.80069
N1 0.21851 0.93640 1.47740
H1 -1.06004 1.85308 -3.10636
H2 -2.36310 1.57023 -2.04801
H3 -1.63723 0.27429 -3.08052
H4 -2.13175 0.23345 0.07372
H5 -1.26263 -1.01599 -0.86015
H6 0.97174 -0.44296 0.51684
H7 0.19535 -1.31660 2.62046
H8 -0.55080 -2.47832 1.39188
H9 -1.52357 -1.27951 2.14457
H10 -0.67884 1.37876 1.61587
H11 0.56324 1.31158 0.60533
C5 -1.42098 5.40702 1.18149
O2 -0.60772 5.66469 0.09414
C6 -0.82297 4.94957 -1.10085
C7 -2.12585 5.39219 -1.81070
C8 -2.36553 5.09036 -3.22770
N2 -2.28481 6.77182 -1.85689
H12 -1.55596 4.35370 1.42721
H13 -2.40754 5.84432 1.02806
H14 -1.08472 5.93626 2.07308
H15 -0.04264 5.16167 -1.83174
H16 -0.93106 3.89112 -0.86397
H17 -2.94805 4.88252 -1.30839
H18 -2.25959 4.00790 -3.29946
H19 -1.67048 5.39505 -4.01013
H20 -3.28280 5.53066 -3.61865
H21 -1.79349 7.22041 -2.61680
H22 -2.11349 7.27088 -0.99567
C9 2.43821 -2.47922 -0.09975
O3 2.02241 -1.70055 -1.20984
C10 3.01349 -1.42579 -2.25273
C11 2.21666 -0.64367 -3.27028
C12 2.92421 -0.56995 -4.65470
N3 1.95624 0.74361 -2.78820
H23 2.66692 -3.49289 -0.42876
H24 1.66157 -2.61546 0.65282
H25 3.35026 -2.04891 0.31389
H26 4.03065 -1.09992 -2.03524
H27 3.25946 -2.42581 -2.60991
H28 1.27034 -1.18337 -3.30631
H29 3.83750 -0.04205 -4.38023
H30 2.39835 0.13745 -5.29592
H31 3.22106 -1.50559 -5.12859
H32 1.62248 1.32175 -3.54614
H33 1.10687 0.84074 -2.25042
C13 0.86421 0.65571 5.63481
O4 1.16295 -0.20358 6.79343
C14 2.41470 -0.83373 6.65040
C15 2.89228 -1.57470 7.95689
C16 4.43573 -1.74141 7.91645
N4 2.31190 -2.83815 8.04410
H34 1.68030 1.29547 5.29896
H35 -0.03380 1.27351 5.63939
H36 0.75984 -0.08078 4.83806
H37 2.39844 -1.58983 5.86545
H38 3.13750 -0.03076 6.50579
H39 2.59026 -1.07334 8.87641
H40 4.91504 -0.76403 7.97211
H41 4.90467 -2.40084 7.18615
H42 4.81282 -2.13891 8.85874
H43 1.32471 -2.63333 8.10414
H44 2.62091 -3.29779 7.19951
C17 -4.35270 -0.86518 -8.32472
O5 -3.40774 0.15128 -8.02879
C18 -2.15077 -0.25527 -7.55671
C19 -1.02450 0.90441 -7.63619
C20 0.27290 0.45859 -6.98782
N5 -1.56578 2.13061 -7.00713
H45 -4.31220 -1.65896 -7.57882
H46 -4.52634 -1.41340 -9.25068
H47 -5.35505 -0.43726 -8.30815
H48 -2.43915 -0.56196 -6.55129
H49 -1.81168 -1.18626 -8.01099
H50 -0.85853 1.18943 -8.67510
H51 0.31513 0.29092 -5.91162
H52 1.07536 1.00135 -7.48741
H53 0.42291 -0.59500 -7.22352
H54 -1.39460 2.34831 -6.03584
H55 -2.57465 2.08316 -7.01281
C21 -4.02989 -1.17245 3.11936
O6 -3.12991 -1.39317 4.13795
C22 -3.64414 -2.04837 5.38016
C23 -2.42304 -2.45829 6.17998
C24 -1.51008 -3.48778 5.62485
N6 -2.83001 -2.91146 7.50309
H56 -4.87902 -1.84915 3.21508
H57 -3.57680 -1.50556 2.18563
H58 -4.31051 -0.13171 2.95744
H59 -4.28362 -1.34376 5.91183
H60 -4.35984 -2.83259 5.13347
H61 -1.81871 -1.56400 6.33200
H62 -1.76701 -4.54615 5.66892
H63 -0.55355 -3.47288 6.14728
H64 -1.26344 -3.21567 4.59858
H65 -1.89374 -3.08330 7.84069
H66 -3.01334 -1.99442 7.88456
C25 6.21737 -5.51997 4.63887
O7 4.79846 -5.42135 4.90413
C26 3.97143 -5.37317 3.79865
C27 2.61776 -4.98762 4.38075
C28 1.66166 -4.59615 3.30951
N7 2.62089 -3.96194 5.31279
H67 6.64438 -4.81529 3.92530
H68 6.32866 -6.49783 4.17036
H69 6.83119 -5.46964 5.53819
H70 4.36206 -4.66823 3.06478
H71 4.08947 -6.33154 3.29300
H72 2.00188 -5.78411 4.79837
H73 1.95345 -3.65117 2.85129
H74 0.67470 -4.53174 3.76761
H75 1.55863 -5.40715 2.58856
H76 3.59465 -3.75296 5.48077
H77 2.17030 -3.09273 5.06469
O8 2.21122 5.47932 0.78877
C29 1.76537 4.21747 1.31290
C30 2.99905 3.62104 2.18196
O9 3.50830 4.57912 3.00491
H78 1.59652 5.71699 0.09074
H79 0.89366 4.45119 1.92413
H80 1.38992 3.52025 0.56388
H81 3.73603 3.36148 1.42197
H82 2.77701 2.66440 2.65484
H83 3.22859 5.36629 2.53191
O10 2.79981 4.14326 -6.34091
C31 2.75582 3.96210 -4.94904
C32 1.31210 4.02050 -4.41344
O11 0.73150 2.76571 -4.75420
H84 3.69217 3.96146 -6.64459
H85 3.19537 2.98351 -4.75601
H86 3.43726 4.62164 -4.41170
H87 0.81817 4.89592 -4.83508
H88 1.44731 4.28144 -3.36380
H89 0.62105 2.76645 -5.70782
O12 -3.38799 1.30477 -4.90826
C33 -4.58600 1.77940 -4.19940
C34 -5.11550 2.95789 -5.13463
O13 -5.45267 2.39944 -6.36184
H90 -3.64325 1.04285 -5.79587
H91 -5.35141 1.01609 -4.05940
H92 -4.28629 2.09839 -3.20114
H93 -4.41405 3.75141 -5.39231
H94 -6.07457 3.35540 -4.80256
H95 -5.67914 3.08151 -6.99830
O14 -0.17610 -4.36999 -0.19252
C35 -1.52320 -4.93004 -0.01037
C36 -2.60509 -3.85173 -0.36790
O15 -2.48475 -3.58376 -1.72729
H96 -0.10343 -4.01076 -1.07981
H97 -1.57582 -5.86012 -0.57629
H98 -1.64613 -5.36226 0.98270
H99 -2.55979 -2.93651 0.22239
H100 -3.50261 -4.40932 -0.10022
H101 -3.32938 -3.28965 -2.07612

ΔE to the lowest compared entry with this formula, charge and spin	194.04	kcal per mole
DFT total energy	-2943.63939	Ha
structure (SMILES)	COC[C@H](C)N.COC[C@H](C)N.COC[C@H](C)N.COC[C@H](C)N.COC[C@H](C)N.COC[C@H](C)N.COC[C@H](C)N.OCCO.OCCO.OCCO.OCCO

---

2.
Computed, not measured: a cluster of 18 separate species, C36H102IN4O17 in total, with wB97M-V/def2-TZVPD.

CARTESIAN COORDINATES (ANGSTROEM)
I1 -12.96597 23.30474 2.00727
O1 -18.56177 22.13820 1.96330
H1 -19.13118 21.51503 1.51200
H2 -17.67642 21.89160 1.69577
O2 -13.27726 21.81248 -2.90543
H3 -13.50206 22.69926 -2.62379
H4 -12.32190 21.77991 -2.85593
O3 -15.97374 21.48297 1.73842
H5 -15.31820 22.13030 1.47871
H6 -15.84200 20.75230 1.13425
O4 -16.51388 21.09095 4.22024
H7 -16.29375 21.25865 3.30392
H8 -16.48787 20.13766 4.30271
O5 -14.51862 23.99384 -1.41066
H9 -13.98037 23.63339 -0.70596
H10 -14.93024 24.76785 -1.02635
O6 -12.34093 23.47471 5.94859
H11 -12.15662 23.57470 5.01464
H12 -13.06374 22.84822 5.98483
O7 -13.24076 19.63915 2.60558
H13 -12.58425 19.35242 1.97074
H14 -13.02813 20.55737 2.77259
O8 -14.88036 27.06084 3.88294
H15 -14.64730 26.30537 3.34333
H16 -14.12158 27.19305 4.45129
O9 -16.67584 24.64233 2.26640
H17 -15.72763 24.51376 2.29121
H18 -16.87682 24.76783 1.33899
O10 -12.55306 26.14900 -0.28299
H19 -12.54581 25.32006 0.19561
H20 -12.31399 26.80579 0.37099
O11 -10.40956 20.71129 1.86310
H21 -10.05785 20.86094 2.74068
H22 -10.93203 21.49159 1.67767
O12 -16.23244 25.85250 -0.25407
H23 -17.14027 26.14836 -0.18665
H24 -15.75902 26.60807 -0.60224
O13 -9.74268 21.22121 4.59801
H25 -9.69245 21.98397 5.17412
H26 -8.93166 20.74084 4.76456
C1 -5.74149 26.94289 4.61777
C2 -6.58325 26.36305 3.37253
C3 -6.43537 24.78736 3.32711
C4 -7.49268 24.07703 2.48852
C5 -8.90821 24.53553 2.89387
C6 -9.16645 26.06217 2.99356
N1 -8.02977 26.68922 3.68210
O14 -8.17029 28.08361 3.84748
C7 -9.36146 26.60989 1.54102
C8 -10.54751 26.32394 3.80682
C9 -6.09841 27.08298 2.09760
H27 -6.07574 26.65897 5.61565
H28 -5.85458 28.02390 4.69987
H29 -4.66889 26.76896 4.53189
H30 -5.38243 24.61424 3.10474
H31 -6.44828 24.31160 4.30772
H32 -7.39564 22.99861 2.36317
H33 -7.29872 24.39750 1.46492
H34 -9.13743 24.04915 3.84201
H35 -9.54099 24.12252 2.10832
H36 -8.58096 26.19547 0.90289
H37 -10.26704 26.27658 1.03413
H38 -9.29261 27.69469 1.62197
H39 -10.70895 27.35774 4.11228
H40 -11.38487 26.11374 3.14144
H41 -10.70303 25.71987 4.70070
H42 -6.78745 27.77434 1.61249
H43 -5.79942 26.37498 1.32466
H44 -5.23694 27.72044 2.29672
H45 -8.32890 28.40082 2.95539
C10 -12.51804 20.75905 8.06353
C11 -13.56475 19.94593 7.28639
C12 -13.86042 18.51495 7.98356
C13 -14.82924 18.77614 9.27781
C14 -16.10621 19.60462 8.90101
C15 -15.74503 20.90194 8.24669
N2 -14.79282 20.69850 7.11966
O15 -14.61130 21.84010 6.29597
C16 -17.04916 21.47394 7.63857
C17 -15.22142 21.84232 9.39027
C18 -12.84960 19.50115 5.98426
H46 -11.45436 20.65436 7.84972
H47 -12.73885 20.70741 9.12968
H48 -12.63024 21.79533 7.74474
H49 -14.25840 17.84049 7.22539
H50 -12.98865 18.05894 8.45279
H51 -14.26788 19.32563 10.03347
H52 -15.10866 17.89009 9.84784
H53 -16.84926 19.67835 9.69509
H54 -16.66868 19.05700 8.14481
H55 -17.92056 21.35870 8.28315
H56 -16.88336 22.53078 7.42956
H57 -17.26616 21.08464 6.64385
H58 -14.67176 22.60428 8.83765
H59 -16.11152 22.11254 9.95842
H60 -14.57570 21.33191 10.10485
H61 -11.94035 18.94557 6.21377
H62 -12.55861 20.41122 5.45967
H63 -13.62859 19.06977 5.35561
H64 -14.94225 21.60833 5.42512
C19 -11.80902 16.25273 2.45382
C20 -10.35474 16.71983 2.37040
C21 -9.46361 15.43275 2.35259
C22 -7.96741 15.69904 2.00380
C23 -7.95024 16.11889 0.59191
C24 -8.83170 17.34948 0.31659
N3 -10.15833 17.34965 1.00041
O16 -11.05004 18.41180 0.62700
C25 -8.15250 18.61034 0.80900
C26 -9.01856 17.32240 -1.23309
C27 -9.95012 17.52922 3.67539
H65 -12.47007 17.09430 2.66086
H66 -12.04689 15.58895 1.62261
H67 -11.99717 15.67235 3.35706
H68 -9.55954 14.90131 3.29940
H69 -9.80543 14.68143 1.64071
H70 -7.41268 16.43105 2.59077
H71 -7.36077 14.82736 2.24928
H72 -8.16609 15.18497 0.07299
H73 -6.89024 16.35166 0.49028
H74 -7.14064 18.74501 0.42673
H75 -8.09934 18.56666 1.89684
H76 -8.58179 19.57629 0.54304
H77 -9.72388 18.10565 -1.51083
H78 -9.45872 16.41293 -1.64200
H79 -8.07190 17.48439 -1.74855
H80 -10.21355 16.97918 4.57879
H81 -8.87633 17.71651 3.67543
H82 -10.29608 18.56004 3.75169
H83 -10.71838 19.09501 1.21420
C28 -9.96381 19.80490 -4.17585
C29 -9.01693 20.89152 -3.62238
C30 -8.49490 21.74443 -4.82646
C31 -8.02948 23.14278 -4.56515
C32 -9.06061 23.87208 -3.73971
C33 -9.43596 23.13121 -2.41115
N4 -9.82548 21.76716 -2.68940
O17 -10.43348 21.10135 -1.61485
C34 -8.32440 23.19250 -1.34096
C35 -10.58760 23.95866 -1.86969
C36 -7.79544 20.29130 -2.81338
H84 -10.47026 19.19628 -3.42673
H85 -9.45301 19.05334 -4.77781
H86 -10.82902 20.19726 -4.71022
H87 -7.59212 21.26035 -5.19894
H88 -9.13192 21.76877 -5.71061
H89 -7.63212 23.70575 -5.40971
H90 -7.19608 23.01005 -3.87529
H91 -9.98161 23.97603 -4.31334
H92 -8.70561 24.87269 -3.49303
H93 -8.38809 22.58567 -0.43773
H94 -7.34867 22.95167 -1.76292
H95 -8.16481 24.19396 -0.94133
H96 -10.32117 24.97153 -1.56768
H97 -11.37359 24.03437 -2.62106
H98 -11.02637 23.43498 -1.02037
H99 -8.01043 20.09062 -1.76381
H100 -6.86200 20.85257 -2.85515
H101 -7.44366 19.38206 -3.30086
H102 -9.71064 21.01690 -0.98876

ΔE to the lowest compared entry with this formula, charge and spin	0.00	kcal per mole
DFT total energy	-3228.53426	Ha
net charge	-1

---

Number 1: largest force on an atom 0.0704 hartree/bohr, gap between HOMO and LUMO 8.543 eV. Number 2: largest force on an atom 0.0696 hartree/bohr, gap between HOMO and LUMO 7.851 eV.